Entry 1:
Computed, not measured: C26H24ClIN4O5PtS as an isolated structure in a non-equilibrium geometry, with ωB97M-V/def2-TZVPD.

Positions of all 63 atoms, in Å:
1 Pt -0.13 -0.03 -1.15
2 Cl -2.27 6.53 -0.76
3 C -1.28 5.11 -0.92
4 C 0.08 5.22 -0.84
5 C 0.90 4.09 -0.98
6 I 2.97 4.32 -0.95
7 C 0.38 2.81 -1.18
8 O 1.07 1.72 -1.35
9 C -1.03 2.74 -1.25
10 N -1.51 1.48 -1.45
11 C -2.80 1.30 -1.65
12 C -3.71 2.37 -1.60
13 C -3.26 3.63 -1.34
14 C -1.88 3.86 -1.16
15 H 0.53 6.19 -0.67
16 H -3.15 0.29 -1.83
17 H -4.76 2.17 -1.77
18 H -3.95 4.47 -1.28
19 C -4.96 -0.48 4.86
20 C -4.43 -0.89 3.52
21 C -3.79 0.02 2.68
22 C -3.36 -0.35 1.42
23 C -3.56 -1.65 0.99
24 C -4.17 -2.59 1.81
25 C -4.59 -2.20 3.08
26 S -3.12 -2.12 -0.66
27 O -3.87 -1.29 -1.56
28 O -3.30 -3.53 -0.78
29 N -1.56 -1.70 -0.78
30 C -0.54 -2.61 -0.65
31 C -0.55 -3.99 -0.36
32 C 0.64 -4.67 -0.34
33 C 1.84 -3.99 -0.59
34 C 1.78 -2.65 -0.84
35 N 0.62 -1.98 -0.87
36 H -4.69 0.55 5.09
37 H -4.57 -1.12 5.65
38 H -6.05 -0.56 4.88
39 H -3.64 1.04 3.02
40 H -2.86 0.36 0.77
41 H -4.31 -3.60 1.45
42 H -5.06 -2.93 3.73
43 H -1.49 -4.49 -0.19
44 H 0.65 -5.73 -0.13
45 H 2.79 -4.51 -0.57
46 H 2.67 -2.07 -1.01
47 O 3.15 1.08 1.20
48 C 3.47 0.72 0.10
49 O 2.70 -0.06 -0.66
50 C 4.82 1.06 -0.54
51 N 4.90 0.42 -1.87
52 C 5.86 -0.71 -1.81
53 C 6.05 -0.97 -0.32
54 C 5.95 0.43 0.28
55 H 4.89 2.14 -0.60
56 H 5.12 1.07 -2.60
57 H 3.20 -0.10 -1.51
58 H 6.81 -0.44 -2.27
59 H 5.46 -1.57 -2.34
60 H 7.00 -1.46 -0.11
61 H 5.25 -1.60 0.07
62 H 6.88 0.98 0.10
63 H 5.73 0.45 1.35

Summary:
Energy above the lowest of the compared OMol25 structures with the same formula, charge and spin   114.6 kJ/mol
2S+1   1
Highest occupied orbital energy   -7.7 eV

=====

Entry 2:
Computed, not measured: C30H42F24GaO5 as an isolated structure in a non-equilibrium geometry, with ωB97M-V/def2-TZVPD.

Positions of all 102 atoms, in Å:
1 C -0.18 0.37 1.92
2 C -1.31 0.78 1.87
3 Ga -3.12 1.49 1.31
4 C -3.90 0.20 -0.09
5 C -5.43 0.05 0.01
6 C -5.96 -1.29 -0.52
7 C -6.37 -1.30 -1.99
8 C -5.44 -0.59 -2.96
9 C -4.06 -1.26 -3.09
10 C -3.04 -0.28 -3.68
11 C -1.55 -0.63 -3.50
12 C -1.26 -1.44 -2.26
13 O 0.14 -1.43 -2.01
14 C 0.43 -1.97 -0.74
15 C -2.81 3.37 0.56
16 C -3.22 3.55 -0.88
17 C -4.75 3.62 -1.02
18 O -2.65 4.79 -1.39
19 H 0.81 -0.03 1.87
20 H -4.14 1.48 2.55
21 H -3.62 0.62 -1.07
22 H -3.44 -0.78 0.02
23 H -5.70 0.17 1.06
24 H -5.93 0.87 -0.52
25 H -6.83 -1.58 0.07
26 H -5.19 -2.04 -0.35
27 H -6.43 -2.35 -2.30
28 H -7.38 -0.91 -2.10
29 H -5.28 0.43 -2.62
30 H -5.91 -0.51 -3.94
31 H -3.78 -1.59 -2.09
32 H -4.17 -2.10 -3.77
33 H -3.24 -0.24 -4.75
34 H -3.23 0.73 -3.32
35 H -0.99 0.30 -3.38
36 H -1.13 -1.11 -4.38
37 H -1.61 -2.48 -2.38
38 H -1.78 -1.03 -1.39
39 H 1.47 -2.27 -0.71
40 H -0.19 -2.86 -0.56
41 H 0.20 -1.26 0.06
42 H -3.38 4.07 1.18
43 H -1.75 3.62 0.63
44 H -2.84 2.73 -1.49
45 H -5.11 3.03 -1.87
46 H -5.07 4.64 -1.18
47 H -5.23 3.24 -0.12
48 H -2.31 4.64 -2.27
49 C 2.18 0.08 4.54
50 C 2.41 1.21 5.55
51 C 3.71 2.01 5.43
52 F 4.79 1.22 5.64
53 F 3.72 2.98 6.38
54 F 2.27 0.75 6.81
55 F 1.43 2.13 5.34
56 O 2.45 -1.24 4.97
57 C 3.67 -1.82 4.85
58 C 4.24 -2.22 6.21
59 F 4.38 -1.15 7.00
60 F 5.46 -2.79 6.03
61 F 4.54 -1.06 4.16
62 F 3.52 -2.97 4.15
63 H 1.10 0.09 4.36
64 H 2.64 0.30 3.58
65 H 3.79 2.48 4.44
66 H 3.57 -2.94 6.69
67 C 4.04 -4.42 -1.98
68 C 4.41 -5.19 -3.25
69 C 3.32 -6.04 -3.91
70 F 2.91 -7.03 -3.10
71 F 3.83 -6.60 -5.04
72 F 5.51 -5.95 -3.04
73 F 4.73 -4.25 -4.19
74 O 4.42 -4.98 -0.74
75 C 3.62 -5.85 -0.06
76 C 4.31 -7.21 0.14
77 F 4.59 -7.77 -1.05
78 F 3.47 -8.03 0.81
79 F 2.41 -5.99 -0.62
80 F 3.43 -5.34 1.18
81 H 4.62 -3.50 -2.04
82 H 2.99 -4.11 -1.99
83 H 2.46 -5.41 -4.19
84 H 5.23 -7.08 0.71
85 C 0.14 4.97 -0.60
86 C 0.75 6.01 -1.54
87 C 1.86 5.55 -2.49
88 F 2.94 5.12 -1.82
89 F 2.24 6.59 -3.27
90 F 1.18 7.09 -0.84
91 F -0.26 6.43 -2.36
92 O 0.61 4.94 0.73
93 C 1.67 4.17 1.12
94 C 2.78 5.02 1.76
95 F 3.25 5.93 0.88
96 F 3.80 4.20 2.12
97 F 2.16 3.41 0.12
98 F 1.22 3.34 2.07
99 H -0.91 5.25 -0.51
100 H 0.14 3.97 -1.05
101 H 1.50 4.74 -3.14
102 H 2.39 5.53 2.64

Summary:
Charge   -1
2S+1   1
Highest occupied orbital energy   -5.3 eV

=====

Entry 3:
Computed, not measured: one molecule with the formula C6H12O, with ωB97M-V/def2-TZVPD.

Positions of all 19 atoms, in Å:
1 C 2.98 0.31 0.70
2 C 1.89 0.60 -0.32
3 O 0.57 0.60 0.28
4 C 0.20 -0.56 0.76
5 C -1.27 -0.47 1.06
6 C -1.91 -0.93 -0.28
7 C -2.17 0.23 -1.24
8 H 2.78 -0.67 1.15
9 H 3.00 1.07 1.48
10 H 3.95 0.29 0.20
11 H 1.88 -0.14 -1.12
12 H 1.99 1.60 -0.75
13 H -1.22 -1.64 -0.75
14 H -1.63 0.54 1.33
15 H -1.53 -1.17 1.86
16 H -2.83 -1.48 -0.09
17 H -2.40 -0.14 -2.25
18 H -3.01 0.85 -0.90
19 H -1.29 0.88 -1.31

Summary:
Energy above the lowest of the compared OMol25 structures with the same formula, charge and spin   282.2 kJ/mol
2S+1   1
Highest occupied orbital energy   -8.2 eV

=====

Entry 4:
Computed, not measured: an isolated ion of composition C4H9N4O3 and charge +1 in a non-equilibrium geometry, with ωB97M-V/def2-TZVPD.

Positions of all 20 atoms, in Å:
1 C 3.74 0.57 0.45
2 C 0.49 -0.47 -0.25
3 C -2.70 -0.44 -0.33
4 C -1.65 -0.08 0.68
5 N 3.30 1.63 0.05
6 N 3.11 -0.58 0.41
7 N 1.69 0.05 -0.80
8 N 1.94 1.48 -0.49
9 O 0.42 -1.65 -0.08
10 O 3.47 -1.76 -0.04
11 O -0.47 0.46 0.05
12 H 4.81 0.67 0.93
13 H -3.01 0.49 -0.89
14 H -2.17 -1.00 -1.19
15 H -3.56 -0.92 0.07
16 H -1.43 -1.03 1.07
17 H -2.17 0.70 1.28
18 H 1.35 2.03 0.16
19 H 1.83 1.84 -1.45
20 H 3.14 -2.52 0.41

Summary:
Charge   +1
2S+1   3
<S²>   2.0190
Highest occupied orbital energy (spin up / spin down)   -13.1 / -14.7 eV

=====

Entry 5:
Computed, not measured: an isolated ion of composition C4H11N4 and charge +1 in a non-equilibrium geometry, with ωB97M-V/def2-TZVPD.

Positions of all 19 atoms, in Å:
1 C -1.15 -0.86 0.15
2 C 0.26 -1.42 -0.11
3 C -1.75 1.33 -0.46
4 C 2.53 -0.25 -0.14
5 N -2.12 -1.65 0.24
6 N -1.07 0.52 0.47
7 N 1.06 -0.23 -0.24
8 N 0.33 0.82 0.62
9 H 0.56 -2.16 0.61
10 H 0.30 -1.76 -1.06
11 H -1.45 2.42 -0.27
12 H -1.60 1.29 -1.54
13 H -2.85 1.24 -0.28
14 H 3.04 0.64 -0.54
15 H 2.97 -0.11 0.85
16 H 2.95 -1.21 -0.56
17 H -3.04 -1.08 0.35
18 H 0.62 1.78 0.18
19 H 0.39 0.70 1.71

Summary:
Charge   +1
Energy above the lowest of the compared OMol25 structures with the same formula, charge and spin   449.6 kJ/mol
2S+1   3
<S²>   2.0105
Highest occupied orbital energy (spin up / spin down)   -9.4 / -14.2 eV

=====

Entry 6:
Computed, not measured: C53H54BrNO2P2Sn as an isolated structure in a non-equilibrium geometry, with ωB97M-V/def2-TZVPD.

Positions of all 114 atoms, in Å:
1 Sn -0.11 -0.80 0.39
2 C -3.93 2.35 -0.84
3 C -3.21 2.78 0.45
4 P -2.24 1.42 1.26
5 C -3.64 0.52 2.05
6 C -4.10 0.76 3.34
7 C -5.20 0.07 3.83
8 C -5.85 -0.87 3.05
9 C -5.39 -1.13 1.76
10 C -4.29 -0.44 1.27
11 C -1.46 2.25 2.68
12 C -0.67 1.43 3.51
13 C 0.00 1.96 4.60
14 C -0.09 3.32 4.87
15 C -0.85 4.14 4.05
16 C -1.53 3.61 2.96
17 C -3.07 2.42 -2.11
18 P -1.81 1.08 -2.34
19 C -0.85 1.79 -3.74
20 C -1.36 2.73 -4.64
21 C -0.57 3.22 -5.67
22 C 0.75 2.80 -5.80
23 C 1.27 1.88 -4.90
24 C 0.47 1.39 -3.87
25 C -2.81 -0.23 -3.17
26 C -3.59 -0.01 -4.30
27 C -4.27 -1.06 -4.90
28 C -4.17 -2.34 -4.38
29 C -3.40 -2.57 -3.25
30 C -2.72 -1.52 -2.65
31 H -4.77 3.02 -0.99
32 H -4.36 1.35 -0.73
33 H -3.94 3.13 1.18
34 H -2.52 3.60 0.23
35 H -3.60 1.49 3.97
36 H -5.55 0.28 4.84
37 H -6.71 -1.40 3.43
38 H -5.88 -1.88 1.15
39 H -3.92 -0.67 0.28
40 H -0.58 0.37 3.28
41 H 0.59 1.31 5.23
42 H 0.44 3.74 5.72
43 H -0.91 5.20 4.26
44 H -2.12 4.27 2.34
45 H -2.51 3.36 -2.12
46 H -3.73 2.43 -2.97
47 H -2.38 3.08 -4.56
48 H -0.98 3.95 -6.36
49 H 1.36 3.19 -6.61
50 H 2.30 1.56 -4.99
51 H 0.89 0.69 -3.16
52 H -3.66 0.98 -4.73
53 H -4.87 -0.88 -5.79
54 H -4.69 -3.16 -4.86
55 H -3.32 -3.57 -2.84
56 H -2.10 -1.70 -1.78
57 Br 6.01 -5.22 -4.14
58 C 4.63 -4.35 -3.18
59 C 4.39 -4.71 -1.87
60 C 3.38 -4.06 -1.17
61 C 2.61 -3.09 -1.79
62 C 2.86 -2.74 -3.12
63 C 3.88 -3.37 -3.82
64 C 1.53 -2.38 -1.03
65 O 1.44 -2.55 0.21
66 O 0.75 -1.60 -1.64
67 H 4.99 -5.47 -1.39
68 H 3.17 -4.31 -0.14
69 H 2.25 -1.98 -3.58
70 H 4.09 -3.11 -4.85
71 C -1.49 -2.71 1.56
72 C -0.71 -3.06 2.72
73 C 0.32 -4.02 2.65
74 C 1.06 -4.34 3.77
75 C 0.80 -3.72 4.99
76 C -0.21 -2.76 5.07
77 C -0.95 -2.44 3.96
78 H -2.40 -2.15 1.71
79 H -1.46 -3.37 0.70
80 H 0.53 -4.48 1.70
81 H 1.84 -5.08 3.71
82 H 1.39 -3.96 5.87
83 H -0.41 -2.27 6.02
84 H -1.75 -1.70 4.02
85 C 3.01 3.99 -0.13
86 C 2.11 2.96 -0.84
87 C 0.68 3.12 -0.33
88 C 2.79 1.60 -0.72
89 C 3.81 1.34 -1.60
90 C 4.61 0.21 -1.49
91 C 4.48 -0.62 -0.37
92 C 3.51 -0.38 0.58
93 C 3.68 -1.10 1.91
94 C 2.55 -1.11 2.94
95 C 4.92 -0.48 2.60
96 C 2.49 0.61 0.30
97 N 1.29 0.58 0.87
98 H 2.58 4.99 -0.23
99 H 4.01 3.99 -0.55
100 H 3.08 3.75 0.93
101 H 2.10 3.19 -1.91
102 H 0.61 2.91 0.74
103 H -0.01 2.45 -0.84
104 H 0.36 4.15 -0.51
105 H 4.00 2.05 -2.41
106 H 5.38 0.00 -2.23
107 H 5.18 -1.44 -0.23
108 H 3.92 -2.14 1.67
109 H 2.25 -0.09 3.20
110 H 2.91 -1.61 3.85
111 H 1.68 -1.65 2.60
112 H 4.70 0.55 2.88
113 H 5.79 -0.48 1.94
114 H 5.17 -1.03 3.50

Summary:
Energy above the lowest of the compared OMol25 structures with the same formula, charge and spin   63.7 kJ/mol
2S+1   1
Highest occupied orbital energy (spin up / spin down)   -6.2 / -6.2 eV

=====

Entry 7:
Computed, not measured: C37H41CaN16O5 as an isolated structure in a non-equilibrium geometry, with ωB97M-V/def2-TZVPD.

Positions of all 100 atoms, in Å:
1 Ca -2.39 -0.68 0.57
2 N -3.22 0.59 2.40
3 C -2.08 1.38 2.89
4 C -0.70 0.89 2.37
5 O 0.27 0.97 3.12
6 O -0.69 0.49 1.15
7 H -4.05 1.17 2.30
8 H -3.46 -0.17 3.03
9 H -2.03 1.43 3.98
10 H -2.19 2.39 2.51
11 N -5.24 -2.35 2.94
12 N -4.26 -3.33 2.66
13 C -3.61 -3.27 1.40
14 O -2.86 -4.22 1.13
15 O -3.85 -2.25 0.69
16 H -5.54 -2.48 3.90
17 H -6.05 -2.46 2.33
18 H -4.48 -4.28 2.91
19 C 1.81 -3.44 3.53
20 N 0.48 -2.88 3.39
21 C -0.10 -2.34 2.32
22 N -1.31 -1.92 2.62
23 C -1.43 -2.23 3.93
24 N -0.37 -2.81 4.44
25 C 2.90 -2.45 3.24
26 C 3.56 -1.77 4.26
27 C 4.56 -0.86 3.96
28 C 4.92 -0.61 2.65
29 C 4.25 -1.27 1.62
30 C 3.25 -2.19 1.92
31 C 4.61 -1.02 0.23
32 N 5.63 -0.41 -0.26
33 N 5.50 -0.44 -1.64
34 C 4.40 -1.05 -1.88
35 O 3.78 -1.47 -0.75
36 C 3.74 -1.27 -3.17
37 C 4.35 -0.83 -4.34
38 C 3.68 -0.94 -5.54
39 C 2.40 -1.48 -5.58
40 C 1.79 -1.94 -4.42
41 C 0.41 -2.56 -4.49
42 N -0.34 -2.45 -3.25
43 C -0.96 -1.40 -2.71
44 N -1.47 -1.74 -1.54
45 C -1.12 -3.05 -1.41
46 N -0.43 -3.52 -2.42
47 C 2.47 -1.84 -3.21
48 H 1.90 -4.31 2.87
49 H 1.86 -3.80 4.56
50 H 0.39 -2.24 1.36
51 H -2.31 -2.03 4.51
52 H 3.28 -1.95 5.29
53 H 5.06 -0.33 4.76
54 H 5.69 0.11 2.40
55 H 2.75 -2.72 1.11
56 H 5.33 -0.38 -4.28
57 H 4.14 -0.59 -6.45
58 H 1.86 -1.53 -6.52
59 H 0.48 -3.63 -4.69
60 H -0.17 -2.10 -5.29
61 H -1.04 -0.43 -3.18
62 H -1.45 -3.65 -0.57
63 H 2.00 -2.18 -2.30
64 C -3.50 0.97 -1.20
65 C -4.08 1.94 -0.40
66 C -3.38 3.14 -0.03
67 C -3.92 4.06 0.83
68 C -5.19 3.88 1.40
69 C -5.91 2.72 1.04
70 C -5.38 1.80 0.18
71 C -5.75 4.83 2.29
72 N -6.20 5.61 3.01
73 H -2.57 1.19 -1.72
74 H -4.11 0.15 -1.57
75 H -2.39 3.30 -0.44
76 H -3.35 4.95 1.09
77 H -6.90 2.56 1.46
78 H -5.96 0.91 -0.07
79 C 0.31 2.74 -2.63
80 N 0.19 2.10 -1.32
81 C 1.19 1.04 -1.22
82 N 2.56 1.54 -1.43
83 C 2.61 2.20 -2.73
84 N 1.65 3.29 -2.86
85 C 1.92 4.26 -1.79
86 N 1.84 3.65 -0.46
87 C 0.50 3.09 -0.29
88 C 2.81 2.55 -0.39
89 H -0.43 3.54 -2.70
90 H 0.11 2.00 -3.41
91 H 0.99 0.27 -1.98
92 H 1.11 0.59 -0.23
93 H 2.40 1.46 -3.51
94 H 3.62 2.59 -2.89
95 H 1.20 5.07 -1.85
96 H 2.93 4.67 -1.93
97 H -0.23 3.90 -0.34
98 H 0.43 2.60 0.69
99 H 2.74 2.08 0.59
100 H 3.82 2.95 -0.53

Summary:
Charge   -1
Energy above the lowest of the compared OMol25 structures with the same formula, charge and spin   45.4 kJ/mol
2S+1   1
Highest occupied orbital energy   -3.5 eV

=====

Entry 8:
Computed, not measured: a 2-piece molecular cluster, C5H9NO overall, with ωB97M-V/def2-TZVPD.

Positions of all 16 atoms, in Å:
1 C 2.56 0.79 -0.69
2 C -0.07 0.04 0.40
3 C 0.16 -1.23 1.20
4 C -1.45 0.73 0.49
5 N -1.64 0.41 -0.92
6 C -0.40 -0.15 -1.09
7 O 0.18 -0.60 -2.04
8 H 2.76 -0.27 -0.95
9 H 0.78 0.73 0.53
10 H 2.27 1.20 -1.68
11 H 0.30 -1.01 2.26
12 H 1.05 -1.75 0.84
13 H -0.70 -1.91 1.10
14 H -2.17 0.23 1.15
15 H -1.43 1.80 0.71
16 H -2.34 0.68 -1.59

Summary:
Energy above the lowest of the compared OMol25 structures with the same formula, charge and spin   537.1 kJ/mol
2S+1   1
Highest occupied orbital energy (spin up / spin down)   -9.4 / -9.4 eV